Entry 1:
Below is a molecular structure, C51H49BrN2O7P2V at a distorted geometry, with properties calculated with wB97M-V/def2-TZVPD.

Atoms and positions in Å:
V -0.099 -0.183 -0.115
C -5.182 1.201 -0.970
C -4.863 2.034 0.268
C -6.182 2.500 0.890
C -3.968 1.222 1.238
C -4.201 1.467 2.738
O -2.935 1.961 3.217
C -2.110 2.026 2.154
N -2.522 1.562 1.041
C -0.880 2.786 2.539
C -1.185 3.951 3.256
C -0.213 4.712 3.872
C 1.106 4.289 3.838
C 1.428 3.158 3.117
C 0.463 2.416 2.417
P 1.265 1.084 1.460
C 2.066 0.142 2.784
C 3.412 -0.212 2.789
C 3.931 -0.934 3.857
C 3.114 -1.303 4.914
C 1.770 -0.947 4.913
C 1.250 -0.228 3.855
C 2.536 1.932 0.480
C 2.559 3.318 0.322
C 3.539 3.916 -0.454
C 4.513 3.143 -1.067
C 4.487 1.763 -0.927
C 3.492 1.158 -0.178
H -5.643 1.811 -1.747
H -5.890 0.409 -0.711
H -4.305 0.713 -1.392
H -4.292 2.920 -0.027
H -6.692 1.680 1.403
H -6.849 2.850 0.102
H -6.059 3.323 1.592
H -4.112 0.166 1.018
H -4.452 0.564 3.291
H -4.941 2.231 2.953
H -2.221 4.243 3.349
H -0.492 5.608 4.409
H 1.878 4.832 4.365
H 2.463 2.843 3.084
H 4.071 0.087 1.987
H 4.981 -1.196 3.865
H 3.526 -1.856 5.748
H 1.133 -1.229 5.740
H 0.204 0.059 3.870
H 1.815 3.941 0.798
H 3.546 4.991 -0.571
H 5.289 3.614 -1.655
H 5.249 1.160 -1.404
H 3.473 0.076 -0.095
O -4.578 -4.363 2.467
C -3.817 -3.472 1.825
C -2.937 -2.593 2.457
C -2.210 -1.738 1.668
N -2.267 -1.670 0.323
C -3.133 -2.512 -0.248
Br -3.407 -2.481 -2.113
C -3.919 -3.417 0.443
H -4.430 -4.337 3.420
H -2.810 -2.587 3.532
H -1.524 -1.057 2.158
H -4.604 -4.068 -0.078
O 1.112 -2.879 2.412
C 1.352 -2.388 1.357
O 0.423 -1.564 0.754
C 2.561 -2.604 0.520
C 3.584 -3.340 1.108
C 4.695 -3.709 0.371
C 4.760 -3.381 -0.975
C 3.740 -2.654 -1.572
C 2.646 -2.216 -0.827
P 1.256 -1.416 -1.716
C 0.395 -2.924 -2.285
C 0.023 -3.881 -1.338
C -0.436 -5.122 -1.739
C -0.550 -5.421 -3.089
C -0.188 -4.476 -4.035
C 0.293 -3.234 -3.640
C 1.846 -0.509 -3.149
C 0.881 -0.159 -4.096
C 1.225 0.613 -5.190
C 2.531 1.062 -5.337
C 3.487 0.740 -4.386
C 3.148 -0.040 -3.291
H 3.481 -3.626 2.147
H 5.488 -4.281 0.833
H 5.601 -3.707 -1.573
H 3.793 -2.450 -2.632
H 0.099 -3.685 -0.277
H -0.709 -5.856 -0.992
H -0.914 -6.391 -3.402
H -0.254 -4.707 -5.090
H 0.620 -2.538 -4.397
H -0.141 -0.491 -3.970
H 0.475 0.872 -5.926
H 2.802 1.666 -6.192
H 4.502 1.098 -4.496
H 3.901 -0.268 -2.553
C -2.320 0.861 -3.563
O -2.012 0.132 -2.371
H -3.261 1.403 -3.464
H -2.426 0.143 -4.376
H -1.522 1.565 -3.815
H -2.414 0.601 -1.631
C -0.662 3.662 -1.370
C 0.175 2.447 -1.603
O 1.083 2.343 -2.359
O -0.208 1.340 -0.839
H -0.002 4.527 -1.337
H -1.254 3.583 -0.461
H -1.333 3.788 -2.221

Output
E_HOMO (spin up / spin down) = -0.5100 / -0.5083 Ha
HOMO-LUMO gap (spin up / spin down) = 7.21 / 7.88 eV
Multiplicity = 2
DFT total energy = -185290.692 eV
Net charge = +2
M = 994.76 g mol⁻¹
E_LUMO (spin up / spin down) = -6.7 / -5.9 eV
Maximum force = 2.48 eV/Å
Relative energy (zero: lowest compared OMol25 entry of this formula, charge and spin) = 114.8 kJ/mol

---

Entry 2:
Below is a molecular structure, C23H35AlBF10I2N3O10P2 at a distorted geometry, with properties calculated with wB97M-V/def2-TZVPD.

Atoms and positions in Å:
C -0.880 -2.392 5.785
C -0.282 -1.386 5.527
C 0.382 -0.130 5.162
C 0.458 -0.046 3.604
C -0.825 0.595 3.112
C -1.164 0.613 1.605
C -2.602 1.131 1.536
C -3.665 0.316 2.275
O -4.164 1.088 3.377
O -0.899 -0.732 1.182
C -1.097 -1.105 -0.173
C -2.575 -1.581 -0.157
O -2.766 -2.390 0.969
C -4.047 -2.985 0.946
C -0.233 -2.382 -0.442
I -1.113 -4.128 -1.317
C 1.065 -2.532 -0.179
C 1.941 -3.712 -0.486
I 2.103 -1.019 0.801
C -0.880 0.079 -1.268
C -0.228 -0.654 -2.500
O -0.994 -1.396 -3.059
C 1.182 -0.630 -3.161
F 1.158 0.417 -4.018
F 2.200 -0.504 -2.304
C 1.467 -1.874 -4.061
F 0.759 -1.786 -5.189
F 1.191 -3.021 -3.417
C 2.996 -1.941 -4.462
F 3.503 -0.737 -4.700
F 3.011 -2.632 -5.639
C 3.858 -2.744 -3.469
O 4.479 -2.193 -2.615
O 3.818 -4.079 -3.647
P -2.492 0.770 -2.141
N -1.916 1.027 -3.724
O -3.625 -0.382 -2.363
N -0.283 1.410 -0.699
P -1.201 3.028 -1.265
N -2.444 3.487 -0.464
B 1.152 1.790 -1.253
O 2.265 1.607 -0.538
O 1.190 2.372 -2.500
C -0.147 1.491 0.839
C 0.105 2.889 1.437
C 1.388 2.992 2.283
O 1.028 3.186 3.645
H -1.489 -3.264 5.797
H 1.374 -0.118 5.609
H -0.259 0.664 5.548
H 1.377 0.487 3.365
H 0.536 -1.072 3.263
H -0.972 1.587 3.536
H -1.600 -0.013 3.584
H -2.659 2.157 1.888
H -2.921 1.194 0.493
H -4.472 0.018 1.605
H -3.259 -0.610 2.686
H -5.123 1.033 3.372
H -2.870 -2.077 -1.079
H -3.254 -0.724 -0.077
H -4.835 -2.259 0.723
H -4.087 -3.820 0.242
H -4.230 -3.387 1.941
H 1.593 -4.589 0.060
H 1.946 -3.926 -1.553
H 2.967 -3.528 -0.176
H 3.860 -4.474 -2.765
H -2.007 0.212 -4.325
H -2.419 1.820 -4.112
H -4.190 -0.110 -3.099
H -0.186 3.984 -1.078
H -1.257 3.011 -2.650
H -2.275 4.337 0.066
H 3.006 2.209 -0.742
H 1.536 3.272 -2.499
H 0.753 0.947 1.095
H -0.706 3.135 2.121
H 0.162 3.738 0.765
H 2.055 2.140 2.136
H 1.960 3.872 1.971
H 1.774 2.948 4.204
F 6.858 3.306 -0.253
Al 5.628 2.404 -0.970
F 6.013 2.020 -2.566
F 4.154 3.282 -0.922
F 5.341 0.998 -0.077

Output
E_HOMO = -0.3318 Ha
HOMO-LUMO gap = 8.07 eV
DFT total energy = -118594.528 eV
M = 1057.07 g mol⁻¹
E_LUMO = -1.0 eV
Maximum force = 2.31 eV/Å

---

Entry 3:
Below is a molecular structure, C29H54IrN2O2SSi2 at a distorted geometry, with properties calculated with wB97M-V/def2-TZVPD.

Atoms and positions in Å:
Ir 0.548 1.023 -0.124
N -0.321 3.314 -0.264
C 0.479 4.183 0.612
C 1.955 3.890 0.389
N 2.188 2.472 0.681
H -0.315 3.673 -1.212
H -1.285 3.287 0.051
H 0.222 3.942 1.646
H 0.280 5.243 0.445
H 2.556 4.546 1.021
H 2.225 4.081 -0.651
H 2.035 2.279 1.669
H 3.135 2.181 0.462
O -0.884 1.193 1.733
S -0.995 -0.074 2.575
C -1.912 0.445 4.044
C -2.773 1.528 4.034
C -3.546 1.779 5.156
C -3.450 0.953 6.269
C -2.563 -0.114 6.276
C -1.785 -0.369 5.158
C -2.392 -0.975 1.864
C -3.307 -0.302 1.071
C -4.387 -0.993 0.546
C -4.533 -2.350 0.809
C -3.607 -3.014 1.601
C -2.526 -2.328 2.132
H -2.837 2.164 3.160
H -4.231 2.617 5.163
H -4.063 1.146 7.140
H -2.476 -0.745 7.150
H -1.085 -1.198 5.147
H -3.164 0.750 0.864
H -5.111 -0.473 -0.067
H -5.371 -2.891 0.390
H -3.721 -4.072 1.794
H -1.789 -2.842 2.739
C 4.416 -0.700 1.222
Si 2.784 -0.762 2.177
C 2.998 0.275 3.759
C 2.440 -2.543 2.742
O 1.547 -0.253 1.300
H 5.262 -0.999 1.845
H 4.621 0.306 0.844
H 4.377 -1.374 0.363
H 3.696 -0.214 4.440
H 2.042 0.397 4.275
H 3.395 1.268 3.529
H 3.193 -2.877 3.457
H 2.454 -3.218 1.884
H 1.458 -2.610 3.216
C 0.485 -2.916 -3.316
C 0.183 -2.156 -2.021
C -1.258 -2.463 -1.593
C 1.100 -2.678 -0.906
Si 0.380 -0.210 -2.246
C 2.078 0.241 -3.142
C 2.018 -0.036 -4.645
C 3.207 -0.585 -2.515
C 2.414 1.724 -2.920
C -1.174 0.544 -3.208
C -2.358 0.650 -2.235
C -1.572 -0.303 -4.418
C -0.856 1.961 -3.700
H 0.238 -3.973 -3.172
H 1.540 -2.864 -3.586
H -0.104 -2.552 -4.158
H -1.349 -3.527 -1.353
H -1.975 -2.248 -2.385
H -1.538 -1.898 -0.703
H 0.875 -3.733 -0.716
H 0.951 -2.127 0.022
H 2.155 -2.614 -1.170
H 1.748 -1.070 -4.861
H 3.005 0.147 -5.084
H 1.307 0.617 -5.153
H 3.115 -1.641 -2.762
H 3.221 -0.481 -1.427
H 4.171 -0.243 -2.905
H 1.692 2.386 -3.399
H 3.399 1.947 -3.341
H 2.438 1.956 -1.849
H -2.703 -0.325 -1.897
H -3.200 1.151 -2.724
H -2.078 1.231 -1.350
H -1.955 -1.280 -4.127
H -0.737 -0.451 -5.105
H -2.367 0.206 -4.973
H -0.516 2.595 -2.880
H -1.760 2.410 -4.123
H -0.096 1.965 -4.481

Output
E_HOMO (spin up / spin down) = -0.3770 / -0.4225 Ha
HOMO-LUMO gap (spin up / spin down) = 8.10 / 7.15 eV
Multiplicity = 5
DFT total energy = -67448.092 eV
Net charge = +1
M = 743.22 g mol⁻¹
E_LUMO (spin up / spin down) = -2.2 / -4.3 eV
Maximum force = 2.02 eV/Å
Relative energy (zero: lowest compared OMol25 entry of this formula, charge and spin) = 36.9 kJ/mol

---

Entry 4:
Below is a molecular structure, AlN3O9 at a distorted geometry, with properties calculated with wB97M-V/def2-TZVPD.

Atoms and positions in Å:
Al -1.622 -1.020 -0.327
N -3.100 -6.406 2.731
O -4.225 -6.808 2.880
O -2.951 -5.364 2.140
O -2.090 -7.049 3.169
N 3.708 2.270 0.643
O 3.817 3.183 -0.210
O 2.610 1.695 0.713
O 4.681 1.706 1.000
N -0.242 4.462 -3.261
O -0.738 5.521 -2.900
O 0.853 4.388 -3.791
O -0.701 3.422 -2.789

Output
E_HOMO = -0.3070 Ha
HOMO-LUMO gap = 1.22 eV
DFT total energy = -29472.386 eV
M = 212.99 g mol⁻¹
E_LUMO = -7.1 eV
Maximum force = 4.95 eV/Å
Relative energy (zero: lowest compared OMol25 entry of this formula, charge and spin) = 310.4 kJ/mol

---

Q: M of number 3 (C29H54IrN2O2SSi2)?
A: 743.22 g mol⁻¹

---

Q: What is the M in the third record?
A: 743.22 g mol⁻¹

---

Q: maximum force of number 4 (AlN3O9)?
A: 4.95 eV/Å